Entry from the Open Molecules 2025 dataset: a cluster of 2 separate species, C3H11N2S in total in a non-equilibrium geometry (the ωB97M-V functional and the def2-TZVPD basis).

Last column: Löwdin charge in e.
Cartesian coordinates (Å):
1 C -0.34 0.86 1.77  -0.135
2 C -1.92 -0.37 0.60  -0.144
3 C 1.49 -0.27 -1.56  -0.510
4 N 1.89 0.96 -1.71  0.149
5 N -0.52 -0.37 1.03  -0.208
6 S 1.48 -1.50 -2.77  0.921
7 H 0.84 0.97 1.95  0.130
8 H -0.59 1.73 1.27  0.043
9 H -0.98 0.80 2.58  0.063
10 H -2.23 0.61 0.44  0.047
11 H -2.09 -0.93 -0.36  0.078
12 H -2.68 -0.96 1.28  0.125
13 H 0.94 -0.59 -0.57  0.102
14 H 1.57 1.57 -0.98  0.137
15 H 2.17 1.27 -2.62  0.134
16 H -0.34 -1.24 1.50  0.107
17 H 1.30 -2.53 -1.84  -0.038

Computed properties:
HOMO level	-12.68	eV
total charge	+1
frontier orbital gap	7.96	eV
energy above the lowest of the compared OMol25 structures with the same formula, charge and spin	2.531	eV